1.
{
  "formula": "CH5NOS",
  "method": "the ωB97M-V functional and the def2-TZVPD basis",
  "e_homo_ha": [-0.3497, -0.3215],
  "lumo_ev": [-0.360, -0.240],
  "symbols": ["C", "N", "O", "S", "H", "H", "H", "H", "H"],
  "coordinates": [[-1.365, -0.120, 0.207], [1.118, 0.140, -0.744], [-0.333, -0.985, 0.026], [2.380, 0.040, 0.236], [-1.118, 0.711, 0.884], [-2.178, -0.683, 0.670], [-1.739, 0.296, -0.737], [1.188, -0.529, -1.508], [2.047, 1.129, 0.967]],
  "lowdin_charge": [-0.2625, -0.4071, -0.2273, 0.7611, 0.0708, 0.0847, 0.0729, 0.0229, -0.1155]
}

2.
{
  "formula": "C72H172N4O16",
  "method": "the ωB97M-V functional and the def2-TZVPD basis",
  "e_homo_ha": -0.2891,
  "lumo_ev": 0.311,
  "symbols": ["C", "C", "C", "O", "H", "H", "H", "H", "H", "H", "H", "H", "C", "C", "C", "O", "H", "H", "H", "H", "H", "H", "H", "H", "C", "C", "C", "O", "H", "H", "H", "H", "H", "H", "H", "H", "C", "C", "C", "O", "H", "H", "H", "H", "H", "H", "H", "H", "C", "C", "C", "O", "H", "H", "H", "H", "H", "H", "H", "H", "C", "C", "C", "O", "H", "H", "H", "H", "H", "H", "H", "H", "C", "C", "C", "O", "H", "H", "H", "H", "H", "H", "H", "H", "C", "C", "C", "O", "H", "H", "H", "H", "H", "H", "H", "H", "C", "C", "C", "O", "H", "H", "H", "H", "H", "H", "H", "H", "C", "C", "C", "O", "H", "H", "H", "H", "H", "H", "H", "H", "C", "C", "C", "O", "H", "H", "H", "H", "H", "H", "H", "H", "C", "C", "C", "O", "H", "H", "H", "H", "H", "H", "H", "H", "C", "C", "C", "C", "C", "C", "N", "O", "C", "C", "C", "H", "H", "H", "H", "H", "H", "H", "H", "H", "H", "H", "H", "H", "H", "H", "H", "H", "H", "H", "C", "C", "C", "C", "C", "C", "N", "O", "C", "C", "C", "H", "H", "H", "H", "H", "H", "H", "H", "H", "H", "H", "H", "H", "H", "H", "H", "H", "H", "H", "C", "C", "C", "C", "C", "C", "N", "O", "C", "C", "C", "H", "H", "H", "H", "H", "H", "H", "H", "H", "H", "H", "H", "H", "H", "H", "H", "H", "H", "H", "C", "C", "C", "C", "C", "C", "N", "O", "C", "C", "C", "H", "H", "H", "H", "H", "H", "H", "H", "H", "H", "H", "H", "H", "H", "H", "H", "H", "H", "H"],
  "coordinates": [[17.912, -25.176, 7.203], [18.675, -24.240, 6.236], [20.110, -24.708, 5.906], [18.013, -24.320, 4.968], [17.086, -24.559, 7.558], [18.472, -25.657, 8.005], [17.567, -26.058, 6.664], [18.677, -23.213, 6.599], [20.542, -23.994, 5.204], [20.011, -25.677, 5.417], [20.543, -24.763, 6.905], [18.707, -24.724, 4.443], [15.787, -34.672, 1.858], [16.550, -34.134, 0.708], [17.390, -32.790, 1.083], [17.427, -35.174, 0.271], [15.451, -33.782, 2.391], [16.348, -35.285, 2.563], [14.866, -35.140, 1.511], [15.774, -33.964, -0.037], [18.220, -33.003, 1.757], [16.772, -32.007, 1.522], [17.845, -32.382, 0.180], [17.244, -36.014, 0.697], [12.294, -32.676, 5.973], [12.408, -32.952, 7.481], [11.579, -31.985, 8.286], [11.877, -34.180, 7.801], [11.232, -32.758, 5.742], [12.940, -33.351, 5.411], [12.499, -31.615, 5.831], [13.446, -32.951, 7.814], [11.724, -30.952, 7.968], [11.993, -31.990, 9.294], [10.507, -32.169, 8.214], [11.064, -34.128, 8.311], [19.487, -36.643, 8.403], [20.905, -36.153, 8.726], [21.391, -35.528, 7.443], [20.812, -35.264, 9.810], [18.924, -35.792, 8.020], [19.048, -37.007, 9.332], [19.473, -37.406, 7.625], [21.260, -37.159, 8.948], [22.479, -35.466, 7.481], [20.915, -34.560, 7.286], [21.218, -35.992, 6.472], [21.032, -35.785, 10.586], [15.696, -26.548, 3.375], [15.135, -25.259, 2.715], [13.707, -25.441, 2.377], [15.108, -24.257, 3.730], [14.993, -26.984, 4.085], [16.659, -26.259, 3.796], [15.962, -27.379, 2.721], [15.855, -24.950, 1.958], [13.541, -26.250, 1.665], [13.059, -24.585, 2.188], [13.180, -25.784, 3.267], [15.954, -24.035, 4.125], [26.159, -33.193, 4.515], [25.148, -32.301, 5.253], [25.708, -31.314, 6.324], [24.544, -31.415, 4.325], [25.584, -33.646, 3.708], [26.457, -34.044, 5.127], [26.992, -32.549, 4.232], [24.358, -32.895, 5.714], [26.366, -30.580, 5.859], [26.153, -31.736, 7.225], [24.834, -30.746, 6.643], [25.132, -31.089, 3.639], [21.972, -29.904, 12.854], [21.578, -28.925, 13.959], [20.134, -28.519, 14.099], [21.980, -29.664, 15.090], [21.608, -29.547, 11.890], [21.515, -30.869, 13.071], [23.025, -30.174, 12.775], [22.324, -28.134, 14.028], [19.543, -29.228, 14.680], [19.760, -28.405, 13.082], [20.115, -27.543, 14.584], [21.820, -30.587, 14.879], [22.117, -29.389, 8.584], [22.592, -30.813, 8.441], [22.242, -31.778, 9.491], [22.255, -31.293, 7.176], [21.122, -29.220, 8.996], [22.197, -28.702, 7.742], [22.684, -28.879, 9.363], [23.675, -30.712, 8.502], [22.482, -31.277, 10.429], [22.718, -32.739, 9.299], [21.167, -31.958, 9.487], [22.758, -30.749, 6.566], [16.291, -36.023, 5.338], [15.388, -36.310, 6.494], [13.906, -36.689, 6.099], [16.009, -37.232, 7.283], [16.261, -34.991, 4.988], [16.153, -36.588, 4.416], [17.330, -36.285, 5.540], [15.444, -35.462, 7.177], [13.488, -36.042, 5.327], [13.373, -36.523, 7.035], [13.771, -37.711, 5.744], [16.844, -36.774, 7.400], [12.485, -24.081, 6.175], [13.475, -25.122, 6.606], [13.864, -24.946, 8.119], [12.811, -26.348, 6.593], [12.794, -23.106, 6.551], [11.536, -24.339, 6.644], [12.187, -24.125, 5.128], [14.302, -25.228, 5.904], [12.989, -24.941, 8.770], [14.386, -23.992, 8.200], [14.619, -25.627, 8.510], [13.114, -26.774, 5.788], [13.104, -29.392, -2.183], [12.460, -29.082, -0.844], [13.417, -29.557, 0.297], [12.257, -27.657, -0.867], [13.887, -28.656, -2.364], [12.461, -29.285, -3.057], [13.567, -30.379, -2.190], [11.514, -29.613, -0.740], [13.539, -30.638, 0.221], [13.052, -29.381, 1.309], [14.385, -29.055, 0.297], [11.623, -27.466, -1.562], [21.690, -32.889, 2.203], [21.760, -34.074, 3.324], [21.462, -35.435, 2.693], [23.019, -34.156, 3.956], [22.554, -33.026, 1.553], [21.680, -31.882, 2.619], [20.817, -33.023, 1.564], [21.043, -33.948, 4.135], [20.454, -35.741, 2.415], [21.832, -36.315, 3.220], [21.825, -35.456, 1.666], [23.161, -33.319, 4.403], [21.910, -26.701, 1.559], [20.813, -27.663, 1.825], [19.488, -26.860, 2.101], [18.620, -26.355, 0.930], [18.347, -27.454, -0.047], [19.561, -28.179, -0.530], [20.515, -28.521, 0.575], [21.565, -29.454, 0.249], [19.139, -29.440, -1.230], [20.313, -27.324, -1.463], [21.075, -28.624, 3.074], [21.969, -26.001, 2.392], [21.680, -26.060, 0.709], [22.824, -27.263, 1.364], [18.869, -27.395, 2.821], [19.645, -25.960, 2.696], [19.033, -25.534, 0.344], [17.700, -26.025, 1.412], [17.660, -26.946, -0.724], [17.736, -28.159, 0.517], [18.391, -29.363, -2.019], [19.921, -30.002, -1.739], [18.689, -30.227, -0.624], [21.200, -27.850, -1.814], [19.748, -26.970, -2.325], [20.755, -26.435, -1.013], [20.514, -29.557, 3.024], [20.864, -28.132, 4.023], [22.148, -28.810, 3.126], [21.130, -30.290, 0.429], [14.508, -24.805, 13.502], [14.700, -26.310, 13.315], [13.319, -26.818, 12.685], [13.364, -28.114, 11.906], [14.578, -28.117, 10.941], [15.914, -27.766, 11.672], [15.810, -26.423, 12.347], [16.989, -25.922, 12.916], [16.395, -29.009, 12.465], [16.876, -27.550, 10.477], [15.174, -26.948, 14.610], [13.605, -24.619, 14.084], [14.423, -24.367, 12.508], [15.263, -24.282, 14.089], [12.608, -27.065, 13.473], [12.879, -26.122, 11.972], [12.459, -28.379, 11.360], [13.502, -28.946, 12.596], [14.336, -27.378, 10.177], [14.634, -29.048, 10.375], [16.424, -29.828, 11.746], [17.302, -28.929, 13.064], [15.645, -29.305, 13.199], [17.794, -27.046, 10.782], [17.230, -28.397, 9.889], [16.433, -26.901, 9.722], [15.230, -28.032, 14.706], [14.449, -26.570, 15.331], [16.134, -26.602, 14.993], [17.190, -25.151, 12.381], [13.649, -33.544, 12.300], [14.963, -34.230, 11.792], [16.141, -33.123, 11.977], [16.655, -32.974, 13.386], [16.966, -34.288, 14.055], [15.820, -35.332, 13.946], [15.304, -35.463, 12.599], [14.266, -36.464, 12.524], [16.494, -36.703, 14.371], [14.771, -35.033, 14.948], [14.880, -34.643, 10.372], [13.012, -33.150, 11.509], [13.885, -32.703, 12.953], [13.148, -34.176, 13.033], [16.886, -33.554, 11.307], [15.985, -32.186, 11.442], [15.966, -32.561, 14.123], [17.505, -32.293, 13.433], [17.294, -34.198, 15.091], [17.830, -34.710, 13.543], [15.787, -37.520, 14.513], [17.030, -37.034, 13.481], [17.211, -36.531, 15.174], [14.096, -35.887, 15.010], [15.286, -35.044, 15.909], [14.275, -34.066, 15.032], [13.989, -35.241, 10.181], [15.815, -35.187, 10.236], [14.793, -33.851, 9.628], [14.792, -37.241, 12.319], [18.076, -32.398, 5.543], [17.918, -31.546, 6.876], [18.933, -30.377, 6.971], [18.642, -29.115, 6.043], [17.115, -28.770, 6.281], [16.000, -29.827, 6.242], [16.553, -31.039, 6.960], [15.600, -31.979, 7.071], [14.782, -29.283, 6.959], [15.725, -30.125, 4.801], [18.144, -32.500, 8.033], [17.141, -32.911, 5.318], [18.883, -33.101, 5.752], [18.271, -31.805, 4.650], [18.937, -29.986, 7.989], [19.884, -30.801, 6.647], [18.790, -29.282, 4.976], [19.265, -28.315, 6.443], [16.822, -27.999, 5.568], [17.083, -28.268, 7.248], [14.346, -28.391, 6.510], [13.901, -29.922, 7.016], [15.114, -28.853, 7.904], [15.476, -29.174, 4.329], [16.528, -30.598, 4.235], [14.841, -30.750, 4.675], [17.762, -33.521, 8.049], [17.758, -32.078, 8.961], [19.223, -32.459, 8.182], [15.402, -31.797, 7.993]],
  "lowdin_charge": [-0.0301, -0.4390, -0.0432, -0.0777, 0.0741, 0.0752, 0.0561, 0.1343, 0.0887, 0.0695, 0.0869, 0.0423, -0.0814, -0.4456, -0.0156, -0.0586, 0.0765, 0.0657, 0.0881, 0.1253, 0.0577, 0.0599, 0.0493, 0.0767, -0.0291, -0.5248, -0.0534, -0.0485, 0.0832, 0.0742, 0.0606, 0.1050, 0.0724, 0.0747, 0.0921, 0.0858, -0.0808, -0.5044, -0.0543, -0.0238, 0.0587, 0.0838, 0.0868, 0.1365, 0.0781, 0.0750, 0.0799, 0.0934, -0.0558, -0.4547, -0.0520, -0.0629, 0.0612, 0.0574, 0.0708, 0.1254, 0.0798, 0.0893, 0.0682, 0.0588, -0.0338, -0.4751, -0.0351, -0.0735, 0.0729, 0.0837, 0.0836, 0.1183, 0.0804, 0.0817, 0.0422, 0.0975, -0.0658, -0.4878, -0.0392, -0.0784, 0.0642, 0.0816, 0.0876, 0.1389, 0.0860, 0.0675, 0.0829, 0.0683, -0.0506, -0.5445, -0.0304, -0.0437, 0.0667, 0.0813, 0.0743, 0.1181, 0.0687, 0.0912, 0.0793, 0.0710, -0.0577, -0.5146, -0.0075, -0.0393, 0.0592, 0.0721, 0.0783, 0.1231, 0.0667, 0.0631, 0.0761, 0.0520, -0.0554, -0.4905, -0.0365, -0.0664, 0.0826, 0.0822, 0.0745, 0.1162, 0.0817, 0.0663, 0.0458, 0.0634, -0.0791, -0.4578, -0.0502, -0.0652, 0.0821, 0.0749, 0.0749, 0.1290, 0.0716, 0.0683, 0.0702, 0.0823, -0.0172, -0.4310, -0.0637, -0.0589, 0.0765, 0.0504, 0.0548, 0.1139, 0.0685, 0.0761, 0.0720, 0.0410, -0.0436, -0.4351, -0.1222, -0.1771, -0.1594, -0.5372, -0.0829, -0.0144, -0.0415, -0.0480, -0.0130, 0.0863, 0.0730, 0.0915, 0.0998, 0.0943, 0.1166, 0.0844, 0.1348, 0.1187, 0.0930, 0.0851, 0.0683, 0.0937, 0.0955, 0.0684, 0.0706, 0.0591, 0.0704, 0.0780, -0.0518, -0.4792, -0.1045, -0.1906, -0.1334, -0.4384, -0.1170, -0.0243, -0.0185, -0.0530, -0.0328, 0.0835, 0.0868, 0.0812, 0.1184, 0.1147, 0.1120, 0.0973, 0.0966, 0.1095, 0.0692, 0.0706, 0.0554, 0.0709, 0.0716, 0.0588, 0.0695, 0.0827, 0.0842, 0.1067, -0.0127, -0.4490, -0.1078, -0.1975, -0.1468, -0.5302, -0.0947, -0.0061, -0.0243, -0.0612, -0.0507, 0.0691, 0.0628, 0.0677, 0.1017, 0.0996, 0.1043, 0.1102, 0.1216, 0.1148, 0.0763, 0.0775, 0.0825, 0.0889, 0.0850, 0.0833, 0.0914, 0.0893, 0.0717, 0.0970, -0.0028, -0.4726, -0.1000, -0.1084, -0.1304, -0.4767, -0.1552, -0.0187, -0.0002, -0.0200, -0.0318, 0.0605, 0.0680, 0.0597, 0.1088, 0.0993, 0.0824, 0.0914, 0.0863, 0.0913, 0.0679, 0.0763, 0.0763, 0.0602, 0.0741, 0.0821, 0.0775, 0.0807, 0.0698, 0.0963]
}

3.
{
  "formula": "C28H29N7O3Pm",
  "method": "the ωB97M-V functional and the def2-TZVPD basis",
  "e_homo_ha": [-0.3533, -0.3534],
  "charge": 1,
  "lumo_ev": [-3.070, -2.911],
  "spin_multiplicity": 5,
  "symbols": ["Pm", "C", "C", "C", "C", "C", "N", "C", "C", "C", "C", "C", "C", "C", "N", "C", "C", "C", "N", "C", "C", "N", "C", "C", "C", "N", "H", "H", "H", "H", "H", "H", "H", "H", "H", "H", "H", "H", "H", "H", "H", "H", "H", "H", "C", "C", "C", "C", "C", "C", "O", "N", "C", "O", "N", "C", "O", "H", "H", "H", "H", "H", "H", "H", "H", "H", "H", "H"],
  "coordinates": [[-1.377, -0.029, -0.717], [4.185, 3.924, -3.591], [3.094, 2.917, -3.362], [3.325, 1.577, -3.716], [2.518, 0.567, -3.306], [1.336, 0.834, -2.587], [0.716, -0.147, -1.876], [1.417, -1.274, -1.404], [2.801, -1.247, -1.041], [3.390, -2.363, -0.478], [2.709, -3.587, -0.286], [3.323, -4.790, 0.337], [1.382, -3.626, -0.635], [0.731, -2.538, -1.244], [-0.563, -2.859, -1.778], [-0.899, -4.095, -2.221], [-2.249, -4.086, -2.513], [-2.681, -2.758, -2.321], [-1.659, -2.028, -1.829], [0.926, 2.217, -2.470], [1.911, 3.187, -2.716], [-0.429, 2.591, -2.125], [-0.849, 3.783, -1.690], [-2.219, 3.798, -1.603], [-2.554, 2.515, -2.174], [-1.477, 1.740, -2.485], [4.886, 3.612, -4.371], [4.781, 4.073, -2.699], [3.842, 4.893, -3.964], [4.244, 1.376, -4.280], [2.701, -0.518, -3.400], [3.360, -0.292, -1.201], [4.447, -2.302, -0.237], [4.101, -5.156, -0.329], [2.594, -5.602, 0.527], [3.836, -4.529, 1.260], [0.899, -4.577, -0.435], [-0.166, -4.920, -2.098], [-2.975, -4.890, -2.815], [-3.674, -2.368, -2.557], [1.695, 4.215, -2.412], [-0.157, 4.492, -1.343], [-2.874, 4.647, -1.319], [-3.537, 2.195, -2.459], [-4.401, -0.765, 3.203], [-3.674, 0.385, 3.871], [-2.179, 0.646, 3.553], [-1.868, 2.140, 3.981], [-0.373, 2.534, 3.958], [-1.286, -0.309, 4.386], [-1.542, -0.460, 5.610], [-0.216, -1.029, 3.760], [0.248, -0.937, 2.456], [1.271, -1.499, 2.120], [-0.654, -0.249, 1.564], [-1.771, 0.362, 2.023], [-2.604, 0.763, 1.153], [-4.368, -0.662, 2.132], [-5.404, -0.948, 3.557], [-3.936, -1.730, 3.432], [-3.758, 0.281, 4.958], [-4.111, 1.342, 3.616], [-2.225, 2.339, 5.021], [-2.427, 2.845, 3.324], [0.163, 2.011, 4.787], [-0.288, 3.628, 4.114], [0.162, 2.269, 3.027], [0.431, -1.531, 4.361]],
  "lowdin_charge": [1.9236, -0.0500, -0.2710, -0.0368, -0.0437, -0.2534, -0.1138, -0.2331, -0.0120, -0.0141, -0.2715, -0.0405, -0.0123, -0.1269, -0.0734, -0.0263, -0.0345, -0.1067, -0.1441, -0.1001, 0.0098, -0.0914, -0.0565, -0.0036, -0.1480, -0.0477, 0.0797, 0.0818, 0.0827, 0.1254, 0.1321, 0.1363, 0.1233, 0.0866, 0.0915, 0.0867, 0.1123, 0.1465, 0.1319, 0.1243, 0.1178, 0.1215, 0.1276, 0.1085, -0.0727, -0.1791, -0.2543, -0.1635, -0.0871, -0.3116, 0.0717, 0.1994, -0.4876, 0.1049, 0.0033, -0.4221, -0.1686, 0.0526, 0.0794, 0.0853, 0.1256, 0.1122, 0.1384, 0.1247, 0.0895, 0.0840, 0.0714, 0.1660]
}

no.,DFT total energy (a.u.)
1,-569.1378
2,-4268.8304
3,-2301.6433